{"formula": "C36H37F5O12S3", "method": "ωB97M-V/def2-TZVPD", "symbols": ["H", "C", "H", "F", "H", "H", "H", "H", "C", "O", "H", "H", "H", "O", "H", "C", "O", "C", "H", "C", "C", "C", "C", "H", "H", "C", "O", "O", "C", "F", "H", "C", "H", "C", "C", "S", "O", "C", "C", "H", "C", "H", "F", "C", "H", "H", "C", "C", "O", "C", "C", "C", "H", "C", "H", "H", "H", "S", "C", "C", "F", "C", "S", "H", "C", "C", "H", "H", "H", "C", "O", "F", "H", "O", "H", "O", "O", "H", "H", "C", "H", "H", "H", "C", "O", "H", "C", "C", "H", "C", "C", "C", "H"], "xyz": [[-0.700, 1.485, -9.164], [-1.894, -5.669, 3.869], [3.078, -0.078, 0.423], [-5.633, -2.180, -2.535], [1.984, 2.551, 1.682], [-2.164, 3.234, 1.002], [-3.835, -0.365, -3.249], [1.348, -1.662, 5.192], [1.901, 0.701, -1.203], [-3.189, 0.364, 1.358], [-1.646, 0.862, -6.985], [3.810, 2.800, -3.117], [-3.426, -4.922, 2.589], [3.765, -3.423, 4.185], [-7.242, 1.267, -0.045], [-2.080, 0.814, 4.368], [7.149, 0.177, -2.817], [3.153, -2.909, 5.311], [-2.301, 4.430, 3.190], [0.670, 0.657, -1.849], [-1.070, 0.221, 3.434], [-0.067, -4.734, 2.104], [0.999, -0.681, 0.511], [3.695, -2.106, 5.809], [2.975, -3.723, 6.014], [-6.477, 0.844, -0.679], [-4.071, -1.653, 2.594], [5.175, 1.756, -2.176], [0.849, 2.758, -8.246], [1.971, 3.855, 3.898], [-0.738, 1.728, -4.854], [-1.361, 4.030, 2.838], [-1.786, -4.117, 0.877], [-4.548, -0.030, -2.510], [2.095, -0.020, -0.022], [3.690, -2.462, 2.876], [-3.358, 0.467, 3.928], [-2.361, -5.044, 2.717], [4.815, 2.447, -3.353], [-5.584, 2.756, -0.688], [0.370, -5.317, 3.195], [-0.263, 4.572, 4.627], [2.511, 4.032, -7.054], [-0.498, -5.906, 4.070], [0.601, -4.223, 1.426], [-1.974, 1.898, 4.339], [-0.226, -0.775, -0.125], [-5.492, -0.948, -2.007], [-1.703, -0.907, 3.008], [1.034, 2.943, 2.015], [-1.278, 3.345, 1.610], [-0.252, 1.857, -8.255], [-1.974, 0.527, 5.414], [-4.550, 1.297, -1.995], [-0.836, 0.824, 2.557], [2.719, 1.277, -1.610], [3.913, 1.352, -5.039], [-3.195, -0.482, 2.572], [-1.441, -4.594, 1.782], [0.907, 3.507, 3.264], [1.692, -5.332, 3.447], [1.969, -2.342, 4.609], [5.692, 0.176, -2.397], [1.392, 2.922, -9.165], [-0.798, 1.529, -7.035], [0.781, 2.844, -5.878], [-0.103, -6.220, 5.025], [-3.720, 1.947, -2.229], [5.736, 1.334, -5.014], [-6.495, -0.471, -1.130], [4.763, 0.108, -3.776], [0.475, 1.496, -2.920], [5.650, 3.144, -3.422], [4.928, -1.618, 2.776], [0.035, 2.348, 0.250], [2.427, -1.611, 3.518], [3.224, -3.217, 1.720], [1.201, 3.286, -4.986], [-0.142, -0.119, 3.893], [-0.283, 1.970, -5.803], [-1.001, -1.401, 0.292], [1.172, -1.245, 1.415], [-7.215, -1.171, -0.732], [-5.515, 1.762, -1.105], [5.282, -0.800, -1.349], [-1.298, -0.052, -1.901], [1.395, 3.225, -7.091], [-0.283, 4.013, 3.703], [1.398, -3.163, 4.174], [4.817, 1.381, -4.430], [-0.395, -0.102, -1.309], [-0.101, 2.747, 1.245], [-2.645, -6.073, 4.532]], "mulliken_charge": [0.39, -0.54, 0.52, -0.33, 0.50, 0.47, 0.49, 0.43, -0.07, -0.21, 0.34, 0.18, 0.41, -0.37, 0.37, -0.19, -0.58, -0.43, 0.32, -0.06, 0.29, 0.15, 0.36, 0.31, 0.35, -0.21, -0.62, -0.31, -0.27, -0.34, 0.50, -0.68, 0.46, -0.68, -1.22, 1.15, -0.41, -0.39, -0.18, 0.42, 0.05, 0.46, -0.31, -0.47, 0.46, 0.13, -0.74, 0.53, -0.01, -0.27, -0.21, -0.56, 0.33, -0.09, -0.32, 0.47, 0.22, 0.83, -0.59, 0.36, -0.34, 0.06, 1.08, 0.37, -0.31, -0.14, 0.39, 0.36, 0.33, -0.59, -0.37, -0.29, 0.32, -0.61, 0.21, -0.21, -0.48, 0.42, 0.18, -0.51, 0.47, 0.29, 0.39, -0.67, -0.40, 0.52, 0.08, -0.48, -0.19, -0.24, -0.32, -0.31, 0.40], "gap_ha": 0.3482, "max_force_ev_per_a": 5.31, "homo_ha": -0.3402, "spin_multiplicity": 1}

---

{"formula": "C26H43N4O7PS2", "method": "ωB97M-V/def2-TZVPD", "symbols": ["H", "C", "H", "H", "H", "O", "O", "H", "H", "C", "H", "H", "H", "H", "C", "C", "H", "H", "C", "C", "H", "H", "H", "C", "O", "H", "C", "C", "H", "C", "C", "C", "H", "H", "C", "C", "H", "H", "H", "C", "H", "P", "H", "H", "N", "C", "O", "H", "N", "C", "C", "C", "O", "C", "C", "H", "H", "C", "H", "H", "H", "H", "H", "H", "C", "H", "S", "C", "H", "H", "H", "H", "S", "C", "H", "H", "H", "N", "O", "N", "O", "C", "H"], "xyz": [[4.556, 0.620, 1.199], [-0.253, -0.347, 4.531], [5.478, 5.242, -0.155], [-5.053, 0.365, 5.502], [0.197, -0.891, 5.359], [-4.663, -1.855, 3.788], [-6.940, -0.619, -3.165], [-5.626, 1.540, -1.890], [-5.719, 1.456, 4.254], [-4.724, -1.844, -5.145], [4.595, 2.370, 2.862], [-5.813, -3.428, -6.101], [2.509, 1.108, -0.412], [4.743, 1.482, -2.521], [4.952, 0.896, -1.633], [5.037, 5.023, 2.521], [5.422, 3.499, -1.855], [6.299, -2.187, -2.257], [3.790, -2.658, -1.147], [4.163, -1.373, -0.563], [-1.226, 0.217, 2.340], [-4.442, -0.270, 0.617], [-4.074, -1.688, -6.003], [-5.390, -0.749, 0.864], [-3.566, 0.218, 2.983], [-6.575, -1.832, -6.250], [2.495, 0.509, -1.314], [-5.630, 0.424, 4.582], [-4.184, -2.469, -4.432], [4.980, 1.900, -0.491], [-6.022, -2.492, -5.583], [0.351, -0.868, 3.223], [5.936, 0.462, -1.803], [0.423, -1.952, 3.290], [0.444, 0.343, 0.991], [4.774, 2.616, 1.826], [0.354, 1.403, 1.223], [-6.249, -2.719, 1.015], [-0.868, -1.318, 1.494], [-5.312, -2.254, 0.708], [-0.168, 1.103, -0.934], [5.981, -1.625, -0.171], [-6.607, -0.031, 4.721], [1.489, 0.103, 1.137], [3.761, -1.161, -3.974], [1.264, -0.399, -1.357], [3.398, -1.189, 0.688], [4.945, 6.002, 2.069], [6.832, -2.087, -1.399], [5.027, 3.944, 1.481], [3.768, -0.735, -2.917], [4.762, 1.622, 0.858], [-4.713, -1.212, -2.230], [5.266, 4.225, 0.143], [-5.191, 1.276, -2.852], [4.169, 4.901, 3.166], [-0.010, 0.700, 4.681], [3.850, -0.185, -1.564], [-1.327, -0.502, 4.558], [-0.741, -0.540, -0.589], [-6.665, -2.713, -4.732], [-6.148, -0.349, 0.193], [-5.660, 1.850, -3.646], [-4.115, 1.429, -2.837], [0.103, 0.137, -0.508], [1.373, -0.495, 3.177], [-4.749, -0.493, 3.366], [2.933, -2.239, 1.279], [0.891, -0.464, -2.375], [1.463, -1.423, -1.042], [2.392, 1.214, -2.137], [-5.109, -2.511, -0.328], [-5.524, -0.431, -3.116], [5.234, 3.229, -0.826], [5.920, 4.962, 3.150], [-4.521, -2.677, 1.325], [5.970, -2.577, 0.870], [3.480, -3.656, -1.599], [-4.920, -0.528, -4.579], [2.480, -3.115, 1.869], [-5.811, -0.361, 2.196], [-0.449, -0.436, 1.967], [6.513, -0.443, 0.367]], "mulliken_charge": [0.15, -1.45, 0.35, 0.38, 0.42, -0.65, -0.64, 0.35, 0.31, -0.31, 0.43, 0.39, 0.53, 0.61, -2.27, -1.37, 0.41, 0.33, -0.42, 0.66, 0.23, 0.25, 0.29, -0.11, -0.58, 0.27, -1.71, -1.05, 0.30, 1.15, -1.00, -0.21, 0.68, 0.32, 0.47, -1.36, 0.35, 0.31, 0.37, -1.00, 0.39, 0.39, 0.36, -0.70, -0.58, -0.63, -0.22, 0.37, -0.80, 0.95, -0.66, 0.60, -0.59, -1.07, -0.95, 0.37, 0.32, 2.42, 0.26, 0.55, 0.30, 0.13, 0.37, 0.29, -1.22, 0.06, 1.31, 0.74, 0.56, 0.27, 0.72, 0.34, 1.22, -0.84, 0.29, 0.30, 0.14, -0.46, -0.27, -0.66, -0.33, -0.33, 0.11], "smiles": "CCCCCCC[C@@](C#N)(Cc1ccc(C)cc1)[C@](C#N)(OC#N)[PH2]=N.CCOS(C)(=O)=O.CCOS(C)(=O)=O", "gap_ha": 0.3468, "max_force_ev_per_a": 2.08, "homo_ha": -0.3412, "spin_multiplicity": 1, "relative_energy_kcal_mol": 0.0}

---

{"formula": "H22O11", "method": "ωB97M-V/def2-TZVPD", "symbols": ["H", "O", "H", "O", "H", "H", "H", "H", "H", "H", "O", "H", "O", "O", "H", "O", "H", "H", "H", "O", "H", "H", "H", "H", "O", "O", "H", "O", "H", "O", "H", "H", "H"], "xyz": [[-1.109, 3.812, 1.566], [3.088, 3.231, -0.787], [0.198, -0.212, -1.692], [-1.283, -2.796, -1.754], [0.663, -2.319, -2.046], [-3.108, 1.098, 0.335], [-1.558, 3.865, 0.087], [1.776, 1.110, 1.979], [-1.037, 0.512, -0.756], [-2.510, -2.359, 1.323], [1.603, -2.317, -2.224], [-0.705, -2.157, 3.734], [-2.455, -2.124, 0.392], [-1.844, 1.988, -3.583], [2.178, -2.543, -1.483], [2.515, 1.721, 1.835], [3.199, 1.061, 2.023], [-4.604, 1.020, 0.187], [2.517, 2.451, -0.858], [-0.258, -0.030, -0.872], [-1.802, 1.067, -3.316], [-2.785, 2.192, -3.606], [3.825, 2.759, -0.396], [0.464, -3.127, 3.185], [5.239, -0.627, 1.217], [-1.484, 3.293, 0.851], [4.756, 0.157, 0.956], [-3.831, 0.486, 0.387], [-1.706, -2.476, -0.894], [-0.170, -2.935, 3.876], [-3.026, -1.339, 0.356], [-1.759, -3.554, -2.127], [5.017, -0.910, 2.106]], "mulliken_charge": [0.31, -0.58, 0.34, -0.38, 0.38, 0.31, 0.32, 0.29, 0.26, 0.32, -0.40, 0.30, -0.64, -0.61, 0.39, -0.55, 0.26, 0.31, 0.27, -0.50, 0.27, 0.33, 0.31, 0.31, -0.61, -0.61, 0.30, -0.65, 0.50, -0.61, 0.36, 0.37, 0.32], "gap_ha": [0.3650, 0.0822], "max_force_ev_per_a": 2.39, "charge": 1, "s_squared": 0.7572, "homo_ha": [-0.4957, -0.4889], "spin_multiplicity": 2, "relative_energy_kcal_mol": 59.6}

---

Number 1: energy -3990.56576 Ha. Number 2: energy -2899.78405 Ha. Number 3: energy -840.37861 Ha.